Record 1
{
  "formula": "C43H43EuN8O14PS3",
  "method": "ωB97M-V/def2-TZVPD",
  "species": ["Eu", "C", "C", "C", "C", "C", "C", "C", "S", "O", "O", "N", "C", "C", "C", "C", "C", "C", "C", "C", "N", "C", "H", "H", "H", "H", "H", "H", "H", "H", "H", "H", "H", "H", "H", "N", "N", "C", "O", "O", "H", "H", "H", "O", "S", "O", "O", "C", "C", "C", "C", "C", "C", "P", "C", "C", "C", "C", "C", "C", "C", "C", "C", "C", "C", "C", "H", "H", "H", "H", "H", "H", "H", "H", "H", "H", "H", "H", "H", "H", "O", "N", "O", "O", "C", "C", "S", "O", "O", "C", "C", "N", "C", "N", "C", "C", "N", "O", "O", "C", "H", "H", "H", "H", "H", "H", "H", "H", "H", "H", "H", "H", "H"],
  "positions_angstrom": [[1.009, -0.784, 0.727], [-2.961, 6.344, 3.143], [-2.087, 5.134, 3.002], [-1.991, 4.462, 1.789], [-1.141, 3.378, 1.645], [-0.408, 2.939, 2.731], [-0.506, 3.583, 3.949], [-1.336, 4.681, 4.081], [0.859, 1.671, 2.531], [0.265, 0.376, 2.841], [1.935, 2.074, 3.415], [1.210, 1.599, 0.994], [2.138, 2.389, 0.385], [2.654, 3.577, 0.876], [3.640, 4.272, 0.168], [4.133, 3.806, -1.023], [3.621, 2.615, -1.579], [4.076, 2.059, -2.795], [3.476, 0.929, -3.282], [2.419, 0.349, -2.557], [2.002, 0.814, -1.402], [2.593, 1.919, -0.895], [-3.189, 6.768, 2.168], [-2.472, 7.095, 3.761], [-3.898, 6.074, 3.629], [-2.558, 4.818, 0.940], [-0.996, 2.894, 0.692], [0.116, 3.240, 4.760], [-1.372, 5.212, 5.020], [2.320, 3.941, 1.836], [4.024, 5.193, 0.588], [4.910, 4.341, -1.551], [4.895, 2.539, -3.319], [3.796, 0.477, -4.210], [1.877, -0.507, -2.943], [3.118, -0.387, 2.614], [4.316, -0.832, 1.998], [4.308, -1.021, 0.590], [5.396, -1.033, 0.033], [3.156, -1.196, 0.088], [3.190, 0.577, 2.946], [2.899, -0.981, 3.416], [5.189, -0.488, 2.387], [-1.817, -2.456, -2.085], [-0.402, -2.204, -2.289], [-0.136, -1.487, -3.531], [0.226, -1.562, -1.118], [0.407, -3.798, -2.497], [0.116, -4.436, -3.688], [0.675, -5.667, -3.971], [1.523, -6.247, -3.040], [1.809, -5.605, -1.851], [1.267, -4.351, -1.562], [1.539, -3.536, 0.079], [0.298, -4.661, 0.857], [-1.028, -4.385, 0.523], [-2.058, -5.103, 1.099], [-1.775, -6.126, 1.990], [-0.461, -6.427, 2.301], [0.575, -5.695, 1.742], [3.183, -4.205, 0.537], [3.536, -4.378, 1.873], [4.826, -4.740, 2.219], [5.799, -4.874, 1.245], [5.477, -4.636, -0.080], [4.184, -4.296, -0.430], [-0.545, -3.932, -4.375], [0.445, -6.178, -4.894], [1.963, -7.213, -3.240], [2.468, -6.077, -1.136], [-1.252, -3.590, -0.178], [-3.083, -4.867, 0.853], [-2.584, -6.674, 2.454], [-0.234, -7.237, 2.982], [1.598, -5.924, 1.996], [2.796, -4.209, 2.642], [5.076, -4.900, 3.259], [6.814, -5.122, 1.523], [6.243, -4.703, -0.839], [3.948, -4.089, -1.465], [-0.605, -2.842, 3.460], [-0.042, -2.337, 2.523], [-0.683, -1.861, 1.587], [1.191, -2.304, 2.485], [-6.042, 6.463, -3.311], [-5.356, 5.670, -2.221], [-5.120, 3.968, -2.845], [-4.181, 4.010, -3.934], [-6.406, 3.388, -3.103], [-4.316, 3.127, -1.443], [-4.182, 1.633, -1.717], [-3.276, 1.045, -0.760], [-1.957, 0.808, -0.948], [-1.371, 0.412, 0.179], [-2.322, 0.375, 1.124], [-3.529, 0.778, 0.577], [-4.742, 0.959, 1.235], [-4.788, 0.661, 2.414], [-5.690, 1.441, 0.622], [-1.238, 1.000, -2.216], [-6.182, 7.502, -3.019], [-7.009, 6.017, -3.526], [-5.439, 6.426, -4.216], [-5.962, 5.595, -1.322], [-4.368, 6.058, -1.992], [-4.934, 3.304, -0.568], [-3.340, 3.597, -1.344], [-3.782, 1.468, -2.719], [-5.165, 1.165, -1.640], [-2.113, 0.105, 2.143], [-1.621, 1.834, -2.802], [-1.288, 0.083, -2.815], [-0.181, 1.132, -1.979]],
  "atomic_forces_ev_per_a": [[2.691, 2.538, -1.194], [-0.041, -0.102, 0.039], [0.039, 0.005, -0.062], [0.034, 0.004, 0.115], [0.054, -0.058, -0.110], [0.538, -0.283, -0.200], [0.074, -0.012, 0.134], [0.016, -0.116, -0.063], [0.018, 1.129, -0.086], [-0.344, 0.048, -0.012], [-0.271, 0.196, -0.023], [-0.610, -0.138, 1.368], [0.756, 0.857, -0.434], [-0.302, -0.478, -0.004], [0.302, 0.096, -0.395], [0.033, 0.233, 0.226], [-0.299, -0.180, 0.186], [-0.203, -0.217, -0.025], [0.187, 0.278, 0.062], [-0.171, 0.029, 0.203], [0.007, -0.126, -0.081], [0.249, 0.388, 0.007], [-0.039, 0.103, 0.000], [-0.026, 0.101, -0.022], [-0.106, 0.044, 0.018], [-0.045, 0.042, -0.100], [-0.032, -0.037, -0.151], [0.054, 0.042, 0.192], [-0.056, 0.047, 0.133], [0.015, 0.063, 0.010], [0.044, 0.016, -0.017], [0.067, 0.040, -0.023], [-0.029, -0.018, -0.034], [0.003, -0.021, -0.029], [0.121, -0.029, -0.019], [0.382, -0.016, 0.077], [-0.174, 0.101, 0.217], [0.524, 0.219, 0.876], [0.228, -0.086, -0.328], [-0.119, -0.052, -0.320], [0.128, -0.356, -0.161], [0.030, 0.148, -0.320], [-0.299, -0.054, -0.290], [0.329, -0.011, 0.283], [-0.629, -0.313, -1.381], [0.324, -0.321, 0.416], [-0.837, -0.349, -2.048], [0.025, 0.711, 0.364], [-0.117, -0.152, -0.294], [-0.136, 0.181, 0.074], [0.073, -0.100, 0.108], [-0.030, 0.016, -0.080], [0.204, 0.245, 0.014], [0.329, -1.982, -0.090], [0.110, 0.001, 0.147], [0.063, -0.056, 0.005], [0.016, -0.109, -0.069], [-0.051, 0.001, 0.100], [0.003, -0.139, 0.034], [-0.015, 0.105, -0.102], [-0.057, 0.324, -0.008], [-0.177, -0.045, -0.056], [0.089, -0.008, 0.109], [0.006, 0.016, 0.043], [0.106, -0.036, -0.021], [-0.102, -0.021, 0.001], [-0.091, -0.057, -0.194], [-0.013, -0.001, -0.112], [0.049, -0.122, -0.019], [-0.011, -0.035, 0.029], [-0.151, -0.104, 0.112], [-0.081, 0.054, -0.042], [-0.043, -0.083, 0.014], [-0.006, -0.006, 0.061], [0.055, -0.104, 0.039], [-0.018, -0.024, 0.099], [0.009, 0.043, 0.073], [0.064, -0.064, 0.006], [0.020, 0.053, -0.076], [0.044, 0.026, -0.037], [-0.565, -0.316, 0.692], [-1.290, -1.949, 3.167], [-2.100, 0.008, -0.995], [1.718, 0.001, 0.155], [-0.047, -0.081, -0.157], [0.079, -0.754, -0.290], [0.484, 0.351, 0.712], [0.367, 0.127, -0.116], [-0.457, -0.166, 0.270], [-0.492, 0.414, -0.683], [-0.401, 0.128, -0.485], [0.058, -0.077, 0.254], [-0.074, 0.217, 0.259], [-0.107, -0.263, -0.175], [-0.990, 0.291, 0.036], [1.429, -0.380, 0.047], [-0.405, 0.147, 0.596], [0.015, -0.101, 0.072], [-0.201, 0.024, -0.221], [0.106, -0.207, -0.245], [0.021, -0.003, 0.051], [-0.114, 0.070, -0.066], [-0.005, 0.111, -0.110], [-0.005, -0.041, 0.151], [0.127, -0.024, 0.104], [0.019, 0.021, 0.107], [0.101, 0.071, 0.031], [-0.001, -0.076, 0.119], [0.287, 0.011, -0.082], [-0.065, -0.091, 0.054], [0.030, 0.082, 0.010], [-0.149, 0.399, -0.051], [-0.154, 0.137, -0.074]],
  "largest_force_ev_per_a": 3.9,
  "charge": -1,
  "gap_ev": [7.16, 7.17],
  "e_above_lowest_kcal_mol": 0.00,
  "multiplicity": 7
}

=====

Record 2
{
  "formula": "C43H43GaN6OS3Se",
  "method": "ωB97M-V/def2-TZVPD",
  "species": ["Ga", "C", "C", "C", "N", "C", "C", "C", "C", "C", "C", "C", "N", "C", "C", "C", "N", "C", "C", "C", "C", "C", "C", "C", "N", "C", "C", "H", "H", "H", "H", "H", "H", "H", "H", "H", "H", "H", "H", "H", "H", "H", "H", "H", "H", "H", "H", "H", "H", "H", "H", "H", "H", "O", "C", "C", "C", "C", "C", "S", "C", "C", "C", "C", "S", "C", "C", "C", "C", "S", "H", "H", "H", "H", "H", "H", "H", "H", "H", "C", "N", "C", "Se", "N", "C", "C", "C", "C", "C", "C", "H", "H", "H", "H", "H", "H", "H", "H"],
  "positions_angstrom": [[-0.382, -1.351, -0.608], [2.387, -1.408, -3.162], [3.240, -1.939, -2.007], [2.495, -2.098, -0.666], [1.153, -2.600, -0.844], [0.869, -3.878, -1.017], [1.853, -4.878, -0.899], [1.812, -6.249, -1.051], [0.772, -7.067, -1.456], [-0.512, -6.653, -1.771], [-1.071, -5.393, -1.711], [-0.551, -4.129, -1.365], [-1.284, -3.031, -1.375], [-2.597, -2.918, -1.983], [-3.691, -2.408, -1.037], [-3.200, -1.198, -0.223], [-2.126, -0.519, -0.893], [-2.230, 0.426, -1.785], [-3.472, 1.022, -2.121], [-3.800, 2.029, -2.992], [-2.993, 2.719, -3.892], [-1.634, 2.553, -4.065], [-0.742, 1.747, -3.377], [-0.913, 0.818, -2.342], [0.127, 0.203, -1.784], [1.468, 0.707, -2.006], [2.217, 0.109, -3.202], [1.404, -1.883, -3.141], [2.859, -1.714, -4.099], [4.097, -1.276, -1.842], [3.638, -2.912, -2.303], [2.393, -1.129, -0.177], [3.090, -2.713, 0.013], [2.829, -4.504, -0.626], [2.751, -6.759, -0.858], [0.987, -8.121, -1.551], [-1.187, -7.434, -2.100], [-2.117, -5.386, -1.973], [-2.935, -3.838, -2.447], [-2.497, -2.185, -2.785], [-3.995, -3.195, -0.344], [-4.551, -2.141, -1.652], [-2.769, -1.578, 0.701], [-4.021, -0.535, 0.047], [-4.305, 0.632, -1.549], [-4.846, 2.314, -2.995], [-3.483, 3.445, -4.529], [-1.186, 3.151, -4.853], [0.271, 1.844, -3.741], [2.039, 0.500, -1.107], [1.445, 1.797, -2.096], [3.207, 0.580, -3.238], [1.698, 0.366, -4.131], [-0.257, -1.041, 1.127], [0.180, -0.908, 2.434], [0.353, -2.246, 3.123], [0.056, -2.570, 4.410], [0.476, -3.873, 4.765], [1.091, -4.512, 3.737], [1.162, -3.539, 2.318], [-0.814, -0.101, 3.248], [-0.579, 0.862, 4.182], [-1.763, 1.375, 4.759], [-2.878, 0.787, 4.259], [-2.501, -0.401, 3.079], [1.516, -0.204, 2.546], [2.495, -0.411, 3.470], [3.578, 0.490, 3.347], [3.400, 1.369, 2.329], [1.904, 1.117, 1.512], [-0.444, -1.889, 5.086], [0.326, -4.300, 5.746], [1.517, -5.503, 3.723], [0.408, 1.199, 4.464], [-1.776, 2.153, 5.513], [-3.908, 0.989, 4.511], [2.446, -1.179, 4.229], [4.442, 0.478, 3.995], [4.062, 2.157, 2.007], [0.358, 4.347, 2.729], [-0.033, 4.640, 1.376], [-0.772, 3.826, 0.574], [-1.573, 2.286, 1.015], [-0.862, 4.422, -0.646], [-0.213, 5.631, -0.623], [-0.044, 6.612, -1.582], [0.668, 7.742, -1.210], [1.176, 7.893, 0.075], [0.999, 6.914, 1.044], [0.311, 5.775, 0.674], [0.020, 3.341, 2.970], [-0.097, 5.054, 3.424], [1.444, 4.397, 2.818], [-1.338, 3.996, -1.427], [-0.461, 6.500, -2.575], [0.823, 8.532, -1.933], [1.712, 8.797, 0.335], [1.373, 7.051, 2.054]],
  "atomic_forces_ev_per_a": [[0.336, -0.329, -1.684], [0.110, 0.069, -0.061], [-0.109, -0.031, 0.097], [0.190, 0.107, -0.052], [-0.260, -0.165, 0.114], [0.400, 0.197, -0.036], [0.105, 0.032, 0.031], [-0.121, -0.067, -0.132], [0.023, -0.134, -0.034], [0.238, 0.128, 0.129], [-0.044, -0.116, -0.102], [-0.495, 0.010, -0.065], [0.318, 0.054, 0.281], [-0.171, 0.032, 0.108], [0.240, -0.004, -0.093], [-0.225, -0.213, 0.030], [-0.205, 0.405, -0.321], [-0.201, -0.274, 0.243], [-0.130, -0.109, 0.134], [0.108, -0.087, -0.040], [0.022, 0.264, -0.209], [-0.342, 0.085, 0.124], [0.209, 0.102, -0.148], [0.496, 0.072, 0.014], [-0.322, -0.155, 0.086], [0.244, -0.136, -0.190], [-0.134, 0.020, -0.041], [0.018, -0.030, -0.040], [-0.032, 0.006, 0.002], [0.009, -0.091, -0.024], [0.028, -0.032, 0.035], [0.115, -0.068, 0.085], [-0.008, 0.012, 0.052], [0.046, 0.042, 0.005], [0.002, 0.060, 0.017], [0.001, -0.090, 0.007], [-0.064, -0.025, 0.027], [-0.074, 0.035, -0.015], [-0.003, -0.094, -0.080], [-0.020, 0.026, -0.141], [-0.065, -0.009, -0.022], [-0.079, -0.031, -0.022], [-0.097, 0.066, 0.077], [-0.038, 0.023, 0.083], [0.034, 0.034, 0.004], [-0.033, -0.044, 0.016], [-0.018, 0.012, -0.022], [0.016, 0.022, 0.009], [0.012, -0.053, 0.067], [0.049, 0.062, 0.017], [-0.013, 0.035, 0.004], [-0.074, 0.001, -0.039], [0.086, 0.024, 0.062], [0.047, 0.347, 1.822], [0.031, -0.100, 0.040], [-0.060, -0.261, -0.201], [-0.170, 0.222, 0.002], [0.125, -0.229, 0.058], [0.180, -0.080, -0.205], [-0.230, -0.014, 0.418], [-0.238, 0.096, -0.004], [0.248, -0.204, -0.053], [-0.206, 0.166, 0.239], [-0.272, -0.129, -0.047], [0.212, 0.289, 0.243], [0.180, 0.155, -0.259], [-0.098, -0.212, 0.079], [0.156, 0.164, 0.029], [-0.092, 0.213, -0.294], [0.205, -0.012, 0.342], [0.013, -0.018, -0.051], [0.015, -0.079, -0.025], [-0.065, -0.030, 0.017], [0.045, -0.046, -0.101], [-0.051, -0.054, -0.073], [0.035, 0.012, -0.015], [-0.058, -0.020, -0.083], [0.049, 0.027, -0.023], [0.024, -0.023, -0.009], [0.053, -0.066, 0.251], [-0.103, -0.096, -0.411], [-0.347, -0.159, -0.009], [-0.265, -0.452, 0.095], [0.151, -0.002, 0.173], [0.309, 0.498, 0.088], [-0.040, -0.125, 0.003], [0.040, 0.181, -0.089], [0.063, 0.106, 0.087], [0.083, 0.007, 0.185], [0.021, 0.334, -0.479], [-0.009, 0.016, -0.037], [-0.020, 0.037, -0.004], [-0.022, 0.002, 0.010], [-0.016, -0.047, 0.122], [0.039, 0.020, 0.008], [-0.005, 0.009, -0.020], [-0.021, -0.023, -0.038], [-0.010, -0.067, -0.132]],
  "largest_force_ev_per_a": 1.9,
  "charge": 0,
  "gap_ev": 7.28,
  "e_above_lowest_kcal_mol": 0.00,
  "multiplicity": 1
}